{"formula": "C50H56N7O4STl", "method": "ωB97M-V with the def2-TZVPD basis set", "species": ["Tl", "O", "C", "N", "C", "C", "C", "C", "C", "C", "N", "C", "O", "C", "C", "C", "C", "C", "N", "C", "C", "C", "C", "C", "N", "H", "H", "H", "H", "H", "H", "H", "H", "H", "H", "H", "H", "C", "C", "C", "C", "C", "C", "C", "N", "C", "C", "C", "C", "C", "C", "O", "C", "C", "C", "C", "C", "C", "C", "C", "C", "O", "C", "C", "C", "C", "C", "C", "H", "H", "H", "H", "H", "H", "H", "H", "H", "H", "H", "H", "H", "H", "H", "H", "H", "H", "H", "H", "H", "H", "H", "H", "H", "H", "H", "H", "H", "H", "H", "H", "H", "H", "H", "H", "H", "H", "H", "H", "S", "C", "N", "C", "C", "C", "N", "H", "H", "H", "H"], "coordinates": [[-1.228, 1.527, 0.053], [2.773, 1.613, -1.506], [1.804, 1.806, -0.775], [0.613, 2.333, -1.077], [0.324, 3.038, -2.230], [1.289, 3.360, -3.183], [0.998, 4.193, -4.244], [-0.276, 4.712, -4.382], [-1.260, 4.388, -3.467], [-0.997, 3.542, -2.390], [-1.960, 3.164, -1.455], [-3.276, 3.208, -1.710], [-3.845, 3.784, -2.631], [-4.135, 2.496, -0.692], [-5.501, 2.772, -0.686], [-6.310, 2.142, 0.240], [-5.730, 1.245, 1.126], [-4.370, 1.006, 1.034], [-3.601, 1.612, 0.144], [1.952, 1.577, 0.706], [3.220, 1.350, 1.236], [3.367, 1.292, 2.609], [2.242, 1.453, 3.405], [1.018, 1.673, 2.795], [0.882, 1.732, 1.481], [2.280, 2.959, -3.058], [1.774, 4.434, -4.955], [-0.511, 5.361, -5.211], [-2.256, 4.775, -3.591], [-5.889, 3.480, -1.403], [-7.370, 2.349, 0.277], [-6.324, 0.740, 1.871], [-3.867, 0.322, 1.698], [4.050, 1.251, 0.554], [4.342, 1.142, 3.053], [2.304, 1.402, 4.480], [0.117, 1.834, 3.367], [3.045, -3.928, -2.436], [1.627, -4.206, -2.961], [1.738, -4.545, -4.452], [1.044, -5.433, -2.244], [0.772, -2.972, -2.690], [0.567, -2.533, -1.413], [-0.111, -1.315, -1.144], [-0.270, -0.750, 0.037], [0.147, -1.107, 1.254], [1.286, -1.875, 1.564], [1.557, -2.248, 2.854], [0.645, -1.867, 3.863], [-0.443, -1.062, 3.663], [-0.708, -0.600, 2.326], [-1.679, 0.152, 2.039], [-1.414, -0.723, 4.793], [-1.728, 0.777, 4.888], [-2.711, -1.494, 4.496], [-0.877, -1.158, 6.162], [2.777, -3.103, 3.172], [2.959, -3.361, 4.672], [2.608, -4.467, 2.485], [4.054, -2.420, 2.661], [-0.801, -0.616, -2.243], [-1.542, 0.359, -1.996], [-0.600, -1.129, -3.577], [0.194, -2.223, -3.752], [-1.321, -0.449, -4.730], [-1.004, -1.087, -6.087], [-2.832, -0.585, -4.486], [-0.925, 1.030, -4.781], [3.699, -4.770, -2.660], [3.043, -3.775, -1.359], [3.453, -3.038, -2.912], [2.379, -5.416, -4.572], [2.188, -3.729, -5.012], [0.766, -4.787, -4.878], [1.650, -6.307, -2.478], [0.025, -5.620, -2.577], [1.036, -5.304, -1.165], [0.907, -3.115, -0.572], [1.979, -2.100, 0.769], [0.841, -2.223, 4.856], [-2.057, 1.181, 3.935], [-0.857, 1.330, 5.236], [-2.530, 0.933, 5.609], [-3.117, -1.187, 3.536], [-3.461, -1.302, 5.260], [-2.518, -2.566, 4.464], [0.086, -0.690, 6.359], [-0.768, -2.238, 6.232], [-1.566, -0.847, 6.944], [2.136, -3.943, 5.080], [3.048, -2.429, 5.224], [3.874, -3.930, 4.823], [1.699, -4.955, 2.831], [3.451, -5.113, 2.719], [2.553, -4.370, 1.405], [4.189, -1.465, 3.164], [4.024, -2.241, 1.589], [4.915, -3.051, 2.878], [0.364, -2.563, -4.756], [-1.295, -2.136, -6.107], [0.051, -0.999, -6.337], [-1.570, -0.568, -6.857], [-3.105, -1.636, -4.402], [-3.381, -0.141, -5.312], [-3.119, -0.078, -3.570], [0.157, 1.143, -4.789], [-1.320, 1.560, -3.923], [-1.323, 1.496, -5.679], [-1.881, 3.455, 2.133], [-0.495, 4.310, 1.783], [-0.273, 4.704, 0.479], [0.849, 5.334, 0.120], [1.782, 5.646, 1.073], [1.494, 5.245, 2.393], [0.403, 4.619, 2.729], [-0.959, 4.389, -0.221], [0.968, 5.566, -0.928], [2.691, 6.163, 0.826], [2.194, 5.435, 3.197]], "largest_force_ev_per_a": 0.784, "homo_energy_ev": [-7.13, -7.12], "gap_ev": [5.288, 5.513]}

=====

{"formula": "C2H2N2", "method": "ωB97M-V with the def2-TZVPD basis set", "species": ["C", "N", "C", "N", "H", "H"], "coordinates": [[-0.162, -0.196, 0.203], [-0.666, -0.908, 1.140], [-0.092, -0.681, 2.474], [0.439, -0.619, 3.535], [-0.709, -0.202, -0.717], [0.808, 0.432, 0.409]], "largest_force_ev_per_a": 4.177, "smiles": "C=NC#N", "homo_energy_ev": -11.15, "gap_ev": 10.922}

=====

{"formula": "C4H5N3", "method": "ωB97M-V with the def2-TZVPD basis set", "species": ["C", "C", "C", "C", "N", "N", "N", "H", "H", "H", "H", "H"], "coordinates": [[1.710, -1.721, 0.051], [2.558, -0.639, 0.064], [-2.100, -1.924, 0.151], [0.299, 1.556, -0.319], [-1.304, -2.727, 0.039], [1.077, -0.550, -0.152], [0.090, 0.129, -0.238], [-3.016, -1.312, 0.318], [1.293, -2.662, -0.326], [-0.186, 2.104, -1.055], [-0.054, 1.887, 0.626], [1.318, 1.878, -0.124]], "largest_force_ev_per_a": 3.602, "homo_energy_ev": -9.08, "gap_ev": 9.992}

=====

{"formula": "C6H12O", "method": "ωB97M-V with the def2-TZVPD basis set", "species": ["C", "C", "C", "O", "C", "C", "C", "H", "H", "H", "H", "H", "H", "H", "H", "H", "H", "H", "H"], "coordinates": [[-0.505, -1.043, 1.787], [-0.509, 0.215, 0.962], [-1.737, 0.902, 0.756], [0.683, 0.800, 0.694], [0.514, 0.073, -0.590], [1.598, -0.947, -0.807], [0.344, 1.096, -1.684], [-0.377, -0.729, 2.829], [0.319, -1.705, 1.525], [-1.454, -1.579, 1.702], [-1.062, 0.060, -0.246], [-1.713, 1.944, 0.463], [-2.651, 0.461, 1.133], [1.412, -1.499, -1.734], [2.583, -0.463, -0.892], [1.665, -1.673, 0.007], [1.164, 1.828, -1.674], [-0.596, 1.656, -1.569], [0.325, 0.605, -2.662]], "largest_force_ev_per_a": 0.362, "homo_energy_ev": -7.04, "gap_ev": 8.014}

=====

The following relative energy (zero: lowest compared OMol25 entry of this formula, charge and spin) values (in kcal per mole) correspond, in order, to the records above: 0.0, 15.2, 172.1, 117.3.